[1]
The molecule C3H5NO3, computed with ωB97M-V with the def2-TZVPD basis set.

Properties
LUMO level (eV): 0.321
SMILES: CNC(=O)OC=O
Total energy (eV): -10823.6189
Largest force on an atom (Eh/bohr): 0.079
Relative energy (zero: lowest compared OMol25 entry of this formula, charge and spin) (kJ/mol): 199.62
HOMO energy (eV): -10.23

Each line ends with the Löwdin charge.
Geometry (Å):
1 C -1.534 -0.259 -0.732  -0.06
2 C 0.921 -0.376 -0.655  -0.54
3 N -0.270 0.241 -0.201  -0.02
4 C 1.227 0.425 1.500  -0.24
5 O 1.783 -0.383 0.393  0.06
6 O 1.043 -1.093 -1.604  0.14
7 O 1.180 1.610 1.572  0.11
8 H -0.306 1.232 -0.015  0.12
9 H 1.497 -0.204 2.371  0.16
10 H -1.768 0.237 -1.676  0.09
11 H -2.348 -0.102 -0.023  0.09
12 H -1.424 -1.328 -0.932  0.09



[2]
The molecule C3H5NO3, computed with ωB97M-V with the def2-TZVPD basis set.

Properties
LUMO level (eV): 0.479
SMILES: O=CCN(O)C=O
Total energy (eV): -10822.5755
Largest force on an atom (Eh/bohr): 0.013
Relative energy (zero: lowest compared OMol25 entry of this formula, charge and spin) (kJ/mol): 300.29
HOMO energy (eV): -9.88

Each line ends with the Löwdin charge.
Geometry (Å):
1 C -0.318 -0.054 0.893  -0.10
2 C -1.672 -0.250 0.234  -0.23
3 C 1.161 1.038 -0.735  -0.30
4 H 1.482 -1.803 -0.456  0.13
5 H -0.181 -0.821 1.668  0.14
6 H -0.302 0.941 1.356  0.14
7 H -1.737 0.058 -0.834  0.14
8 H 1.722 0.786 -1.653  0.15
9 N 0.754 -0.092 -0.069  -0.17
10 O 0.772 -1.257 -0.843  0.00
11 O -2.627 -0.719 0.796  0.07
12 O 0.946 2.171 -0.359  0.04



[3]
C3H5NO3 as an isolated structure, computed with ωB97M-V with the def2-TZVPD basis set.

Properties
LUMO level (eV): 0.708
Total energy (eV): -10824.0217
Largest force on an atom (Eh/bohr): 0.060
Relative energy (zero: lowest compared OMol25 entry of this formula, charge and spin) (kJ/mol): 160.75
HOMO energy (eV): -10.23

Each line ends with the Löwdin charge.
Geometry (Å):
1 C -1.427 -0.063 0.611  -0.11
2 C 0.610 -1.039 -1.038  -0.57
3 N -0.472 0.402 -0.394  -0.05
4 C 2.104 1.038 0.616  0.03
5 O 1.670 -0.851 -0.510  0.03
6 O -0.039 -1.665 -1.783  0.14
7 O 3.170 0.921 0.984  0.11
8 H -0.953 0.823 -1.181  0.12
9 H 0.330 1.014 0.081  0.06
10 H -2.068 -0.832 0.181  0.09
11 H -2.055 0.748 0.991  0.08
12 H -0.870 -0.495 1.441  0.09



[4]
The molecule C3H5NO3, computed with ωB97M-V with the def2-TZVPD basis set.

Properties
LUMO level (eV): 0.813
SMILES: NC(=O)COC=O
Total energy (eV): -10825.0301
Largest force on an atom (Eh/bohr): 0.010
Relative energy (zero: lowest compared OMol25 entry of this formula, charge and spin) (kJ/mol): 63.45
HOMO energy (eV): -10.09

Each line ends with the Löwdin charge.
Geometry (Å):
1 N 1.210 1.103 -0.464  0.17
2 C 1.217 -0.161 0.035  -0.51
3 O 2.130 -0.636 0.682  0.06
4 C -0.024 -0.992 -0.314  -0.07
5 O -1.077 -0.796 0.648  0.00
6 C -1.836 0.287 0.494  -0.33
7 O -1.693 1.141 -0.347  0.06
8 H 0.342 1.506 -0.789  0.08
9 H 1.952 1.718 -0.162  0.12
10 H -0.401 -0.762 -1.315  0.13
11 H 0.244 -2.044 -0.232  0.13
12 H -2.629 0.288 1.254  0.15



[5]
The molecule C3H5NO3, computed with ωB97M-V with the def2-TZVPD basis set.

Properties
LUMO level (alpha / beta) (eV): 0.753 / -3.365
Total energy (eV): -10816.3095
Largest force on an atom (Eh/bohr): 0.120
Multiplicity: 3
Relative energy (zero: lowest compared OMol25 entry of this formula, charge and spin) (kJ/mol): 333.29
HOMO energy (alpha / beta) (eV): -6.94 / -10.27

Each line ends with the Löwdin charge.
Geometry (Å):
1 C -0.490 0.199 1.832  0.03
2 C 0.265 0.409 0.761  -0.12
3 C -0.355 0.376 -0.645  -0.16
4 N 0.166 -1.207 -1.052  -0.42
5 O -0.536 -2.158 -0.863  0.17
6 O 1.267 -1.218 -1.564  -0.02
7 O 0.247 1.196 -1.620  0.00
8 H -0.107 0.196 2.833  0.06
9 H -1.560 0.305 1.831  0.06
10 H 1.331 0.287 0.901  0.11
11 H -1.390 0.649 -0.449  0.14
12 H 1.161 0.966 -1.967  0.14



[6]
The molecule C3H5NO3S, computed with ωB97M-V with the def2-TZVPD basis set.

Properties
LUMO level (eV): 0.344
SMILES: O=CNOCOC=S
Total energy (eV): -21657.4910
Largest force on an atom (Eh/bohr): 0.030
Relative energy (zero: lowest compared OMol25 entry of this formula, charge and spin) (kJ/mol): 259.17
HOMO energy (eV): -9.21

Each line ends with the Löwdin charge.
Geometry (Å):
1 C -2.880 0.243 -0.519  -0.31
2 C 0.049 -0.005 0.583  -0.23
3 C 2.119 -0.664 -0.360  -0.71
4 H -3.606 -0.099 -1.267  0.13
5 H -2.162 -1.686 -0.478  0.13
6 H 0.477 0.283 1.519  0.13
7 H -0.025 0.852 -0.078  0.13
8 H 2.580 -1.513 -0.836  0.07
9 N -1.925 -0.742 -0.299  0.03
10 O -2.882 1.329 0.005  0.06
11 O -1.172 -0.597 0.855  -0.05
12 O 0.872 -0.992 -0.047  -0.09
13 S 2.872 0.749 -0.093  0.70



[7]
A 2-piece molecular cluster, C3H5NO4 overall, computed with ωB97M-V with the def2-TZVPD basis set.

Properties
LUMO level (eV): 0.512
SMILES: CO/C=N/O.O=C=O
Total energy (eV): -12869.5990
Largest force on an atom (Eh/bohr): 0.085
Relative energy (zero: lowest compared OMol25 entry of this formula, charge and spin) (kJ/mol): 316.10
HOMO energy (eV): -8.82

Each line ends with the Löwdin charge.
Geometry (Å):
1 C -2.348 2.382 1.016  -0.47
2 C 0.172 -1.653 1.166  -0.04
3 C 0.672 -0.203 -0.696  -0.28
4 N 1.623 0.409 -1.280  -0.02
5 O 1.694 0.344 -2.625  -0.04
6 O -2.420 2.084 -0.082  0.22
7 O -2.365 2.767 2.071  0.24
8 O 0.775 -0.457 0.579  -0.09
9 H 2.393 0.927 -2.866  0.08
10 H 0.698 -2.182 2.005  0.11
11 H -0.127 -2.445 0.431  0.10
12 H -0.711 -1.303 1.587  0.05
13 H -0.055 -0.669 -1.306  0.13



[8]
C3H5NO4 as an isolated structure, computed with ωB97M-V with the def2-TZVPD basis set.

Properties
LUMO level (eV): 0.429
Total energy (eV): -12866.3239
Largest force on an atom (Eh/bohr): 0.100
Relative energy (zero: lowest compared OMol25 entry of this formula, charge and spin) (kJ/mol): 632.10
HOMO energy (eV): -8.21

Each line ends with the Löwdin charge.
Geometry (Å):
1 C 1.001 0.167 -0.339  -0.42
2 C 0.783 -1.164 -0.350  -0.06
3 C -0.197 -0.343 1.339  -0.30
4 H 2.070 0.576 -1.836  0.13
5 H 1.115 -1.912 -1.045  0.11
6 H -0.750 -0.187 2.282  0.17
7 H -2.021 -0.332 0.408  0.11
8 H -0.718 1.276 -0.801  0.07
9 N -0.009 -1.475 0.762  0.09
10 O 1.657 1.054 -1.108  0.12
11 O 0.392 0.718 0.725  0.06
12 O -1.673 0.523 0.625  -0.08
13 O -1.648 1.099 -0.663  0.01



[9]
The molecule C3H5NO4, computed with ωB97M-V with the def2-TZVPD basis set.

Properties
LUMO level (eV): 0.634
SMILES: C=CN(O)OC(=O)O
Total energy (eV): -12868.1635
Largest force on an atom (Eh/bohr): 0.088
Relative energy (zero: lowest compared OMol25 entry of this formula, charge and spin) (kJ/mol): 454.60
HOMO energy (eV): -9.55

Each line ends with the Löwdin charge.
Geometry (Å):
1 C -1.848 0.324 0.058  0.04
2 C -0.617 0.258 0.546  -0.14
3 C 2.306 0.067 -0.067  -0.69
4 N 0.080 -0.992 0.398  -0.05
5 O 0.029 -1.571 -0.860  0.03
6 O 1.598 -0.720 0.676  0.06
7 O 1.983 0.826 -0.932  0.12
8 O 3.550 0.093 0.436  0.14
9 H -2.510 1.247 0.210  0.10
10 H -2.254 -0.451 -0.454  0.02
11 H 0.057 1.031 0.961  0.14
12 H 0.298 -2.482 -0.756  0.12
13 H 4.075 0.715 -0.034  0.11



[10]
The molecule C3H5NO4S, computed with ωB97M-V with the def2-TZVPD basis set.

Properties
LUMO level (alpha / beta) (eV): 0.552 / -2.603
Total energy (eV): -23700.0953
Largest force on an atom (Eh/bohr): 0.094
Multiplicity: 3
Relative energy (zero: lowest compared OMol25 entry of this formula, charge and spin) (kJ/mol): 0.00
HOMO energy (alpha / beta) (eV): -5.31 / -10.13

Each line ends with the Löwdin charge.
Geometry (Å):
1 C 1.903 0.399 -0.995  -0.11
2 C 1.297 1.236 -0.202  -0.06
3 C -0.172 0.198 -1.326  -0.39
4 N -1.395 -0.827 1.247  -0.10
5 O -1.596 -2.570 -0.703  -0.33
6 O 0.491 -2.204 0.401  -0.34
7 O 1.037 -0.265 -1.743  0.03
8 O -0.039 1.275 -0.549  0.02
9 S -0.702 -1.590 -0.116  0.67
10 H 2.919 -0.050 -1.102  0.17
11 H 1.738 2.169 0.308  0.17
12 H -0.855 0.226 -2.094  0.12
13 H -0.668 -1.004 1.991  0.08
14 H -1.704 0.149 1.036  0.07



[11]
A 2-piece molecular cluster, C3H5NOS overall, computed with ωB97M-V with the def2-TZVPD basis set.

Properties
LUMO level (eV): -0.523
SMILES: CN=C=O.C=S
Total energy (eV): -17563.0362
Largest force on an atom (Eh/bohr): 0.067
Relative energy (zero: lowest compared OMol25 entry of this formula, charge and spin) (kJ/mol): 215.28
HOMO energy (eV): -8.92

Each line ends with the Löwdin charge.
Geometry (Å):
1 C -1.512 0.589 0.179  -0.35
2 C 1.450 1.527 -0.724  -0.57
3 C -0.450 -1.544 0.608  -0.13
4 N -0.681 -0.189 0.483  0.05
5 O -2.188 1.452 -0.229  0.14
6 S 2.410 0.194 -0.831  0.57
7 H 0.906 1.899 0.190  0.02
8 H 1.136 2.020 -1.729  0.04
9 H -1.233 -2.248 0.184  0.11
10 H 0.545 -1.927 0.245  0.07
11 H -0.382 -1.773 1.623  0.06



[12]
The molecule C3H5NOS, computed with ωB97M-V with the def2-TZVPD basis set.

Properties
LUMO level (alpha / beta) (eV): -0.313 / -1.342
Total energy (eV): -17560.6693
Largest force on an atom (Eh/bohr): 0.044
Relative energy (zero: lowest compared OMol25 entry of this formula, charge and spin) (kJ/mol): 443.65
HOMO energy (alpha / beta) (eV): -9.06 / -8.80

Each line ends with the Löwdin charge.
Geometry (Å):
1 C -0.063 -0.282 -1.482  -0.43
2 C -0.926 0.422 0.728  -0.32
3 C 0.321 0.321 1.532  0.02
4 N -0.958 0.099 -0.683  -0.02
5 O 2.199 -0.871 -2.352  -0.56
6 S 1.473 -1.014 -1.057  0.92
7 H -0.394 -0.360 -2.536  0.10
8 H -1.640 -0.190 1.171  0.09
9 H -1.303 1.440 0.785  0.11
10 H 0.680 -0.703 1.684  0.04
11 H 0.612 1.138 2.208  0.06



[13]
C3H5NOS as an isolated structure, computed with ωB97M-V with the def2-TZVPD basis set.

Properties
LUMO level (eV): 0.269
Total energy (eV): -17562.6049
Largest force on an atom (Eh/bohr): 0.076
Relative energy (zero: lowest compared OMol25 entry of this formula, charge and spin) (kJ/mol): 256.90
HOMO energy (eV): -9.44

Each line ends with the Löwdin charge.
Geometry (Å):
1 C -2.902 -0.196 -0.173  -0.41
2 C -3.210 1.003 -1.219  -0.04
3 C -1.771 1.314 -0.823  -0.15
4 N -1.617 0.493 0.153  0.08
5 O -3.396 -1.211 0.106  0.16
6 S 1.493 0.140 0.197  0.51
7 H -3.418 0.688 -2.338  0.14
8 H -3.829 1.767 -0.795  0.08
9 H -0.926 2.044 -1.179  0.15
10 H 0.734 0.945 0.840  -0.27
11 H 0.604 -0.807 0.064  -0.24



[14]
The molecule C3H5NOS, computed with ωB97M-V with the def2-TZVPD basis set.

Properties
LUMO level (alpha / beta) (eV): 0.452 / -2.096
Total energy (eV): -17560.4048
Largest force on an atom (Eh/bohr): 0.098
Relative energy (zero: lowest compared OMol25 entry of this formula, charge and spin) (kJ/mol): 469.17
HOMO energy (alpha / beta) (eV): -8.99 / -7.11

Each line ends with the Löwdin charge.
Geometry (Å):
1 C 2.005 -0.493 0.674  -0.73
2 C -0.018 0.585 -0.093  -0.23
3 C -1.364 -0.114 -0.086  -0.17
4 N 1.061 -0.344 -0.187  -0.07
5 O -2.152 0.521 -0.930  -0.03
6 S 3.178 -1.614 0.186  0.65
7 H 2.040 0.130 1.614  0.09
8 H -0.061 1.170 -0.990  0.12
9 H -0.023 1.214 0.706  0.08
10 H -1.706 -1.016 0.406  0.11
11 H -2.961 -0.039 -1.301  0.18



[15]
The molecule C3H5NOS2, computed with ωB97M-V with the def2-TZVPD basis set.

Properties
LUMO level (eV): -0.328
SMILES: CN(S)C(=S)C=O
Total energy (eV): -28396.4148
Largest force on an atom (Eh/bohr): 0.095
Relative energy (zero: lowest compared OMol25 entry of this formula, charge and spin) (kJ/mol): 368.17
HOMO energy (eV): -8.84

Each line ends with the Löwdin charge.
Geometry (Å):
1 C 0.378 0.784 -1.437  -0.25
2 C 0.686 -0.504 0.644  -0.85
3 C 0.070 -1.038 1.958  -0.34
4 H 0.826 1.972 -1.032  0.15
5 H -0.540 1.217 -2.282  0.12
6 H 1.328 0.237 -2.055  0.12
7 H -2.516 -0.234 -1.109  -0.13
8 H 0.527 -1.782 2.623  0.11
9 N -0.183 0.033 -0.317  -0.50
10 O -0.905 -0.515 2.360  0.00
11 S -1.941 0.424 -0.071  0.81
12 S 2.272 -0.594 0.717  0.76



[16]
The molecule C3H5NOS2, computed with ωB97M-V with the def2-TZVPD basis set.

Properties
LUMO level (eV): -0.263
SMILES: CSN(C=O)C=S
Total energy (eV): -28397.4569
Largest force on an atom (Eh/bohr): 0.084
Relative energy (zero: lowest compared OMol25 entry of this formula, charge and spin) (kJ/mol): 267.62
HOMO energy (eV): -9.18

Each line ends with the Löwdin charge.
Geometry (Å):
1 C 1.056 2.529 0.461  -0.34
2 C 1.164 -0.955 -0.168  -0.33
3 C -1.225 -0.627 0.026  -0.87
4 H 2.213 2.034 0.107  0.10
5 H 0.821 2.175 1.588  0.07
6 H 0.854 3.647 0.284  0.04
7 H 1.029 -2.059 -0.327  0.14
8 H -1.823 0.197 -0.287  0.00
9 N 0.054 -0.163 -0.139  -0.43
10 O 2.289 -0.448 -0.284  0.00
11 S -0.085 1.481 -0.739  0.87
12 S -1.649 -1.916 0.737  0.77



[17]
The molecule C3H5NP2, computed with ωB97M-V with the def2-TZVPD basis set.

Properties
LUMO level (eV): -0.303
SMILES: CC1=CP1[PH]#N
Total energy (eV): -23253.1765
Largest force on an atom (Eh/bohr): 0.083
Relative energy (zero: lowest compared OMol25 entry of this formula, charge and spin) (kJ/mol): 458.07
HOMO energy (eV): -7.99

Each line ends with the Löwdin charge.
Geometry (Å):
1 C -0.732 0.748 0.526  -0.39
2 C 0.296 0.174 -0.136  -0.42
3 C 1.649 -0.238 -0.452  -0.10
4 N -3.711 1.115 -0.273  -0.43
5 P -1.130 -0.893 0.338  0.70
6 P -3.154 -0.240 -0.220  0.37
7 H -1.289 1.742 0.756  0.11
8 H 2.286 0.657 -0.487  0.10
9 H 1.774 -0.810 -1.402  0.11
10 H 1.769 -1.053 0.132  0.03
11 H -3.656 -1.393 0.547  -0.09



[18]
A 2-piece molecular cluster, C3H5NS overall, computed with ωB97M-V with the def2-TZVPD basis set.

Properties
LUMO level (eV): 0.301
Total energy (eV): -15513.1802
Largest force on an atom (Eh/bohr): 0.108
Relative energy (zero: lowest compared OMol25 entry of this formula, charge and spin) (kJ/mol): 356.24
HOMO energy (eV): -9.72

Each line ends with the Löwdin charge.
Geometry (Å):
1 C -2.325 1.301 -0.145  -0.58
2 C 0.606 -0.321 0.732  -0.25
3 C -0.090 -0.857 -0.468  -0.17
4 N 0.752 0.321 -0.506  -0.09
5 S -1.359 2.455 -0.227  0.69
6 H 1.655 -0.087 -0.783  0.10
7 H 0.129 0.300 1.535  0.10
8 H 1.496 -0.812 1.151  0.10
9 H 0.297 -1.636 -0.928  0.05
10 H -1.162 -0.665 -0.361  0.04



[19]
The molecule C3H5NS, computed with ωB97M-V with the def2-TZVPD basis set.

Properties
LUMO level (eV): 0.575
SMILES: S=CN1CC1
Total energy (eV): -15514.4643
Largest force on an atom (Eh/bohr): 0.094
Relative energy (zero: lowest compared OMol25 entry of this formula, charge and spin) (kJ/mol): 232.35
HOMO energy (eV): -8.24

Each line ends with the Löwdin charge.
Geometry (Å):
1 C -0.481 -0.639 -1.277  -0.70
2 C 0.819 -0.091 0.894  -0.04
3 C -0.080 1.069 0.448  -0.14
4 H -1.177 -0.127 -1.939  0.06
5 H 0.091 -0.828 1.414  0.13
6 H 1.980 -0.147 0.923  0.15
7 H -1.004 0.850 0.906  0.09
8 H 0.235 2.186 0.541  0.15
9 N 0.197 0.049 -0.442  -0.20
10 S -0.579 -2.321 -1.468  0.51



[20]
The molecule C3H5NS2, computed with ωB97M-V with the def2-TZVPD basis set.

Properties
LUMO level (eV): 0.782
SMILES: S[C@@H]1C=CSN1
Total energy (eV): -26350.5922
Largest force on an atom (Eh/bohr): 0.084
Relative energy (zero: lowest compared OMol25 entry of this formula, charge and spin) (kJ/mol): 206.56
HOMO energy (eV): -7.60

Each line ends with the Löwdin charge.
Geometry (Å):
1 C 0.040 -1.121 -0.202  -0.21
2 C 1.128 -0.916 0.538  -0.44
3 C -0.681 0.135 -0.670  -0.65
4 N 0.474 1.144 -0.623  -0.44
5 S 1.603 0.719 0.536  0.87
6 S -1.911 0.731 0.612  0.64
7 H -0.379 -2.005 -0.489  0.07
8 H 1.629 -1.697 1.014  0.06
9 H -1.239 0.088 -1.557  0.06
10 H 0.200 2.205 -0.770  0.14
11 H -0.865 0.717 1.611  -0.10